Version i
A molecular structure, C3H3N3O, computed with wB97M-V/def2-TZVPD.

Output
- HOMO-LUMO gap (eV) = 11.962
- LUMO energy (eV) = 0.8

```
! RIJCOSX wB97M-V def2-TZVPD def2/J DEFGRID3
* xyz 0 1
C 2.254 -0.259 -0.411
C -0.589 -0.627 0.776
C -1.346 0.600 -0.661
N 2.540 0.804 -0.567
N -1.019 -0.617 -0.468
N -0.591 0.512 1.349
O -1.080 1.395 0.452
H -0.235 -1.444 1.360
H 1.874 -1.343 -0.296
H -1.808 0.980 -1.534
*
```

***

Version ii
2 unconnected molecules or ions with the total composition C3H3N3O, computed with wB97M-V/def2-TZVPD.

Output
- HOMO-LUMO gap (eV) = 10.203
- structure (SMILES) = N=C=CC=O.N#N
- LUMO energy (eV) = 0.5

```
! RIJCOSX wB97M-V def2-TZVPD def2/J DEFGRID3
* xyz 0 1
N -1.848 -0.916 -0.576
C -1.283 -0.020 0.011
N 1.234 -1.349 -1.804
N 2.268 -1.435 -1.434
O 1.351 -0.328 0.938
C 0.730 0.699 1.119
C -0.669 0.907 0.737
H -1.801 -0.949 -1.592
H 1.214 1.577 1.589
H -1.196 1.814 1.013
*
```

***

Verdict on stability: version i comes out at the bottom.

***

Version i
C3H3N3O in the gas phase, computed with wB97M-V/def2-TZVPD.

Output
- HOMO-LUMO gap (eV) = 9.669
- structure (SMILES) = C1=NN=CON=C1
- LUMO energy (eV) = -0.5

```
! RIJCOSX wB97M-V def2-TZVPD def2/J DEFGRID3
* xyz 0 1
C -1.218 0.952 -0.236
C 0.632 -1.058 -0.452
C 1.033 -0.221 0.680
H -1.779 1.928 -0.329
H 1.110 -2.002 -0.449
H 2.076 -0.254 0.962
N -0.853 0.410 -1.313
N -0.265 -0.801 -1.347
N 0.322 0.543 1.409
O -1.057 0.502 1.074
*
```

***

Version ii
C3H3N3O in the gas phase, computed with wB97M-V/def2-TZVPD.

Output
- HOMO-LUMO gap (eV) = 8.227
- LUMO energy (eV) = -1.0

```
! RIJCOSX wB97M-V def2-TZVPD def2/J DEFGRID3
* xyz 0 1
O -2.150 1.078 -0.657
C -1.060 0.661 -0.346
N -0.890 -0.276 0.672
N 0.276 -1.065 0.684
C 1.350 -0.827 -0.043
C 1.193 0.425 -0.805
N 0.140 1.150 -0.904
H -1.747 -0.692 1.025
H 0.757 -1.291 1.551
H 2.130 0.837 -1.176
*
```

***

Version iii
C3H3N3O in the gas phase, computed with wB97M-V/def2-TZVPD.

Output
- HOMO-LUMO gap (eV) = 10.679
- structure (SMILES) = O=Cn1cncn1
- LUMO energy (eV) = 0.0

```
! RIJCOSX wB97M-V def2-TZVPD def2/J DEFGRID3
* xyz 0 1
O 2.491 0.578 0.305
C 1.714 -0.339 0.289
N 0.329 -0.133 0.143
C -0.267 1.042 -0.189
N -1.560 0.897 -0.259
C -1.714 -0.446 -0.049
N -0.609 -1.117 0.182
H 1.985 -1.401 0.359
H 0.308 1.841 -0.617
H -2.677 -0.921 -0.164
*
```

***

Version iv
C3H3N3O in the gas phase, computed with wB97M-V/def2-TZVPD.

Output
- HOMO-LUMO gap (eV) = 8.948
- structure (SMILES) = N=C=N/N=C\C=O
- LUMO energy (eV) = -0.6

```
! RIJCOSX wB97M-V def2-TZVPD def2/J DEFGRID3
* xyz 0 1
N 0.345 -1.537 1.736
C 0.195 -1.469 0.525
N 0.079 -1.337 -0.694
N -0.960 -0.462 -1.032
O 1.694 0.933 -0.663
C 0.609 1.413 -0.452
C -0.709 0.764 -0.785
H -0.118 -2.324 2.175
H 0.489 2.449 -0.078
H -1.552 1.443 -0.873
*
```

***

Verdict on stability: version i comes out at the bottom.

***

Version i
A molecular structure, C7H6O, computed with wB97M-V/def2-TZVPD.

Output
- HOMO-LUMO gap (eV) = 9.962
- LUMO energy (eV) = 1.0

```
! RIJCOSX wB97M-V def2-TZVPD def2/J DEFGRID3
* xyz 0 1
C 2.611 -0.016 0.580
C 1.544 0.463 0.807
C 0.118 0.701 0.650
C -0.872 0.927 -0.353
C -0.571 -0.751 0.589
C -0.165 -1.152 -0.894
C -0.495 -0.027 -1.515
H 3.593 -0.429 0.804
H -0.460 1.256 1.498
H -1.435 1.763 -0.599
H -0.401 -1.595 1.357
H 0.375 -2.240 -1.082
H -0.572 0.082 -2.687
O -1.765 0.036 0.190
*
```

***

Version ii
A molecular structure, C7H6O, computed with wB97M-V/def2-TZVPD.

Output
- HOMO-LUMO gap (eV) = 9.771
- LUMO energy (eV) = 0.6

```
! RIJCOSX wB97M-V def2-TZVPD def2/J DEFGRID3
* xyz 0 1
C -2.993 0.362 -0.303
C -1.765 0.154 -0.232
C -0.345 0.261 -0.238
C -0.040 -0.931 0.661
C 1.228 -0.858 -0.240
C 1.801 0.573 -0.032
C 0.725 1.523 -0.158
H -4.105 -0.144 -0.010
H -0.112 -0.576 1.747
H -0.613 -1.778 0.417
H 2.155 -1.323 -0.697
H 2.924 0.570 0.176
H 0.849 2.600 0.276
O 0.292 -0.434 -1.366
*
```

***

Verdict on stability: version ii comes out at the bottom.

***

Version i
A molecular structure, C5H11NS, computed with wB97M-V/def2-TZVPD.

Output
- HOMO-LUMO gap (eV) = 9.252
- LUMO energy (eV) = 0.9

```
! RIJCOSX wB97M-V def2-TZVPD def2/J DEFGRID3
* xyz 0 1
C -0.305 1.868 0.211
C -1.720 -0.040 -0.397
C -0.996 -1.296 0.106
C 0.240 -0.583 -0.414
C 1.420 -0.647 0.465
H 0.662 2.348 0.055
H -1.060 2.603 -0.098
H -0.448 1.613 1.286
H -2.342 -0.097 -1.296
H -2.279 0.486 0.453
H -1.284 -2.311 -0.334
H -0.962 -1.284 1.213
H 0.494 -0.991 -1.390
H 1.265 -0.137 1.412
H 1.634 -1.684 0.640
H 3.334 -0.787 -0.989
N -0.468 0.702 -0.646
S 2.816 0.238 -0.275
*
```

***

Version ii
C5H11NS in the gas phase, computed with wB97M-V/def2-TZVPD.

Output
- HOMO-LUMO gap (eV) = 9.657
- structure (SMILES) = CC(C)[C@@H]1CN1S
- LUMO energy (eV) = 0.9

```
! RIJCOSX wB97M-V def2-TZVPD def2/J DEFGRID3
* xyz 0 1
C -0.164 0.990 1.871
C -0.374 0.624 0.456
C 0.663 -1.480 -0.810
C 0.586 0.739 -1.896
C 0.753 0.095 -0.605
N -0.668 -0.268 1.538
S -2.375 -0.636 1.629
H 0.852 1.150 2.178
H -0.831 1.737 2.326
H -1.181 1.149 -0.195
H 0.128 -1.750 -1.643
H 0.086 -1.735 0.084
H 1.604 -2.015 -0.912
H -0.316 0.342 -2.266
H 1.343 0.528 -2.605
H 0.595 1.826 -1.908
H 1.690 0.257 0.073
H -2.392 -1.551 2.683
*
```

***

Verdict on stability: version ii comes out at the bottom.

***

Version i
C3H2N2O3 in the gas phase, computed with wB97M-V/def2-TZVPD.

Output
- HOMO-LUMO gap (eV) = 9.593
- structure (SMILES) = O=C1C=NOC=NO1
- LUMO energy (eV) = -0.8

```
! RIJCOSX wB97M-V def2-TZVPD def2/J DEFGRID3
* xyz 0 1
C 0.792 -0.797 -0.269
C -0.785 1.530 0.184
C -0.489 -1.280 0.299
H -1.363 2.466 0.492
H -0.624 -2.333 0.237
N -0.332 1.301 -0.985
N -1.183 -0.590 1.059
O 1.868 -1.383 -0.419
O 0.668 0.379 -1.144
O -0.600 0.776 1.247
*
```

***

Version ii
A molecular structure, C3H2N2O3, computed with wB97M-V/def2-TZVPD.

Output
- HOMO-LUMO gap (eV) = 8.197
- LUMO energy (eV) = -1.1

```
! RIJCOSX wB97M-V def2-TZVPD def2/J DEFGRID3
* xyz 0 1
C -0.205 0.095 0.533
C -1.070 -0.677 -0.225
C 0.990 0.627 -0.213
H -0.319 1.824 1.635
H -2.139 -0.646 0.047
N 1.002 -1.513 -1.330
N 1.643 -0.672 -0.880
O -0.606 0.573 1.817
O -0.738 -1.417 -1.286
O 1.441 1.806 -0.098
*
```

***

Verdict on stability: version ii comes out at the bottom.

***

Version i
C3H2N2O3 in the gas phase, computed with wB97M-V/def2-TZVPD.

Output
- HOMO-LUMO gap (eV) = 7.793
- structure (SMILES) = O=C1N=N/C(=C\O)O1
- LUMO energy (eV) = -1.7

```
! RIJCOSX wB97M-V def2-TZVPD def2/J DEFGRID3
* xyz 0 1
C -1.298 -0.492 0.021
C -0.020 0.044 0.003
C 2.135 0.074 -0.035
H -3.188 -0.140 -0.036
H -1.503 -1.542 0.116
N 1.626 1.406 -0.013
N 0.312 1.361 0.041
O -2.377 0.377 -0.065
O 1.034 -0.786 -0.002
O 3.278 -0.302 -0.030
*
```

***

Version ii
2 unconnected molecules or ions with the total composition C3H2N2O3, computed with wB97M-V/def2-TZVPD.

Output
- HOMO-LUMO gap (eV) = 10.821
- LUMO energy (eV) = 0.9

```
! RIJCOSX wB97M-V def2-TZVPD def2/J DEFGRID3
* xyz 0 1
C -1.879 -0.510 -0.697
C -0.120 -0.185 0.605
C 2.430 0.842 0.706
N -1.097 0.215 -1.404
N 0.007 0.418 -0.662
O 0.617 -0.142 1.539
O 3.255 0.198 1.183
O -1.308 -0.864 0.545
H -2.834 -0.758 -0.990
H 0.929 0.787 -0.824
*
```

***

Verdict on stability: version i comes out at the bottom.